1.
A molecular structure, C27H41Cl3N3O3PbSi in a non-equilibrium geometry, computed with ωB97M-V/def2-TZVPD.

Each line ends with the Mulliken charge.
Positions of all 79 atoms, in Å:
C -2.5809 -2.2430 -5.1105  -1.910
C -1.8179 -2.6334 -3.8750  0.683
H -3.1636 -3.0911 -5.4985  0.510
H -1.9109 -1.9267 -5.9220  0.228
H -3.2805 -1.4260 -4.9073  0.299
C -1.0982 -3.7654 -3.8162  0.365
C -0.9804 -4.7272 -4.9509  -1.736
H -0.5932 -4.0444 -2.8867  0.234
H -0.3982 -4.3046 -5.7855  0.297
H -1.9688 -5.0151 -5.3418  0.379
H -0.4659 -5.6444 -4.6381  0.401
Pb 2.7003 2.5191 0.4257  0.843
Cl 0.0855 2.0455 0.2678  -0.732
Cl 3.5092 4.4091 -1.0886  -0.655
H 0.1335 7.6158 3.5007  0.390
H -1.8551 6.3038 3.6234  0.338
C 0.6830 6.8737 2.9214  -0.962
C -1.6964 6.1904 2.5415  -0.912
N -0.2788 6.0094 2.2687  0.159
H 1.3397 6.2884 3.5770  0.265
C 0.2199 4.9841 1.5473  0.314
O 1.4409 4.7617 1.5213  -0.585
H -2.2401 5.3134 2.1748  0.294
H -0.5271 4.3814 1.0054  0.182
H 1.3117 7.3675 2.1708  0.282
H -2.0857 7.0912 2.0453  0.303
H 3.5158 -1.4202 -3.5374  0.357
H 1.2204 -2.1803 -2.5366  0.244
C 4.0912 -1.8569 -2.7185  -1.169
C 1.9346 -2.9563 -2.2218  -0.978
N 3.1643 -2.3664 -1.7293  0.429
H 4.7152 -1.0827 -2.2616  0.391
C 3.5410 -2.4878 -0.4246  0.229
O 4.6486 -2.1905 0.0122  -0.656
H 1.4713 -3.5582 -1.4219  0.255
H 2.7369 -2.8983 0.2285  0.196
H 4.7149 -2.6689 -3.1237  0.316
H 2.1468 -3.5912 -3.0921  0.376
O -0.9012 -0.5330 -3.1443  -0.150
C -1.7836 -1.6000 -2.7493  0.369
C -0.5337 -1.3405 -0.5294  -0.456
C -1.3775 -2.1014 -1.3508  -0.178
H -0.2088 -0.3454 -0.8321  0.174
C -0.0938 -1.8547 0.6888  -0.645
H -2.8202 -1.2123 -2.6586  0.594
C -1.9119 -3.3070 -0.8580  -0.204
H 0.6327 -1.2778 1.2605  0.774
C -0.5809 -3.0809 1.1478  -0.618
C -1.4952 -3.8055 0.3758  -0.828
H -2.6250 -3.8589 -1.4830  0.475
H -0.2573 -3.4682 2.1157  0.455
H -1.8912 -4.7662 0.7151  0.356
Si -1.0978 0.9364 -3.7871  0.464
Cl 3.2228 0.8047 -1.2357  -0.514
C 0.3346 2.0260 -3.2913  -0.522
C -2.7222 1.6406 -3.2030  -1.072
C -1.1901 0.8253 -5.6512  -1.154
H 0.2951 2.2147 -2.2080  -0.133
H 0.3029 3.0100 -3.7953  0.367
H 1.3059 1.5655 -3.4963  0.225
H -0.5643 0.0248 -6.0565  0.279
H -0.8565 1.7780 -6.0938  0.372
H -2.2269 0.6525 -5.9689  0.293
H -3.5199 0.8882 -3.3297  0.311
H -2.9791 2.5175 -3.8151  0.421
H -2.6863 1.9341 -2.1434  0.242
N 2.5288 0.8493 2.8728  -0.296
C 1.9215 0.1949 3.6281  -0.258
C 1.1797 -0.5945 4.5624  0.660
C -0.2194 -0.6501 4.4759  -0.275
C -0.9432 -1.3949 5.4120  -0.534
C -0.2737 -2.0860 6.4292  -0.366
C 1.1232 -2.0407 6.5032  -0.436
C 1.8508 -1.2977 5.5713  -0.471
H -0.7273 -0.1105 3.6727  0.455
H -2.0305 -1.4265 5.3442  0.385
H -0.8429 -2.6568 7.1648  0.369
H 1.6515 -2.5829 7.2861  0.365
H 2.9399 -1.2515 5.6200  0.440

Atoms 1-2, force components in eV/Å:
-0.09 -0.12 -0.20
0.87 -0.44 0.48

Properties
orbital gap = 6.7 eV
total charge = -1
energy above the lowest of the compared OMol25 structures with the same formula, charge and spin = 0.0 kJ/mol

=====

2.
A molecular structure, C27H41F6N4O8S3SbTi in a non-equilibrium geometry, computed with ωB97M-V/def2-TZVPD.

Each line ends with the Mulliken charge.
Positions of all 91 atoms, in Å:
Ti 1.4058 -1.5625 0.3269  -0.345
C 1.6514 3.0416 1.3669  -1.206
N 1.7170 1.7841 2.0678  0.986
C 2.8022 1.6982 3.0117  -1.218
C 0.5094 1.1687 2.4413  -0.340
C -0.6799 1.8814 2.5985  0.122
C -1.8619 1.2388 2.9335  -0.901
C -1.8814 -0.1293 3.1743  -0.813
C -0.7036 -0.8455 3.0357  -0.691
C 0.4758 -0.2224 2.6289  -0.522
N 1.6101 -0.9824 2.2144  2.492
C 2.1512 -1.9698 3.0071  -0.022
C 1.8384 -2.2597 4.3358  -1.042
C 2.4572 -3.3218 4.9817  -0.842
C 3.3854 -4.1159 4.3301  -0.878
C 3.7208 -3.8265 3.0084  -0.397
C 3.1265 -2.7624 2.3679  0.664
N 3.4085 -2.3656 0.9933  1.401
C 3.9418 -3.4478 0.1521  -1.523
C 4.3564 -1.2208 0.9673  -1.163
H 0.8830 2.9914 0.5978  0.274
H 1.4518 3.9010 2.0335  0.276
H 2.6008 3.2124 0.8561  0.331
H 2.7189 2.4523 3.8157  0.281
H 2.8310 0.7119 3.4717  0.236
H 3.7533 1.8629 2.4966  0.312
H -0.6764 2.9499 2.4293  0.526
H -2.7818 1.8089 2.9938  0.366
H -2.8090 -0.6578 3.3777  0.350
H -0.7195 -1.9240 3.1471  0.558
H 1.0932 -1.6662 4.8473  0.471
H 2.1851 -3.5414 6.0073  0.400
H 3.8398 -4.9605 4.8312  0.384
H 4.4413 -4.4426 2.4871  0.361
H 4.0096 -3.0813 -0.8700  0.210
H 3.2676 -4.3018 0.1764  0.490
H 4.9398 -3.7451 0.4918  0.434
H 5.3138 -1.5405 1.3924  0.374
H 4.4811 -0.8958 -0.0654  0.336
H 3.9402 -0.3988 1.5427  0.164
F -4.0483 -1.8838 1.1702  0.017
C -4.4069 -2.3164 2.4828  -0.869
F -3.6082 -3.4908 2.5754  -0.210
F -5.6739 -2.8960 2.2149  -0.170
S -0.9182 -2.8680 0.2778  0.636
O -0.4783 -1.3888 -0.0363  0.712
O 0.3825 -3.2652 1.0229  -0.442
N -0.7832 -3.6474 -1.1646  -0.545
S 0.6645 -3.9236 -1.6197  0.966
O 1.2520 -5.1932 -1.3013  -0.677
O 1.5754 -2.7677 -1.3805  -0.708
C 0.5372 -3.9076 -3.4562  0.582
F -0.2061 -4.9451 -3.8626  -0.239
F -0.0029 -2.7901 -3.9069  -0.158
F 1.7635 -4.0466 -3.9680  -0.215
O 2.3393 1.8871 -1.9047  -0.735
S 2.1891 0.4545 -2.0241  1.061
O 3.4087 -0.2413 -2.3866  -0.778
O 1.9785 -0.0391 -0.4459  -0.029
O 0.9830 -0.0141 -2.6752  -0.442
C -2.3141 4.4890 0.0227  -1.056
C -2.9951 3.4602 -0.8901  0.329
C -3.8353 4.2075 -1.9243  -1.597
Sb -1.4956 1.8946 -1.5079  -0.230
C -0.8501 2.6488 -3.4490  0.773
C -0.1547 3.9907 -3.2339  -1.554
C -1.8854 2.7191 -4.5644  -1.250
C -2.8956 0.3094 -2.0308  0.906
C -2.2767 -0.6250 -3.0722  -1.060
C -4.3240 0.6699 -2.4095  -1.709
H -3.0382 5.2288 0.3868  0.475
H -1.5244 5.0325 -0.5047  0.265
H -1.8514 4.0153 0.8889  -0.091
H -3.6952 2.9199 -0.2400  0.528
H -3.2132 4.8971 -2.5024  0.258
H -4.6043 4.8102 -1.4241  0.449
H -4.3327 3.5427 -2.6298  0.266
H -0.0841 1.9173 -3.7118  0.201
H -0.8567 4.7735 -2.9285  0.202
H 0.3203 4.3336 -4.1622  0.452
H 0.6273 3.9105 -2.4762  0.294
H -2.7160 3.3799 -4.3145  0.143
H -2.3042 1.7389 -4.7936  0.185
H -1.4313 3.1084 -5.4863  0.459
H -2.9282 -0.2353 -1.0812  -0.002
H -2.3148 -0.1806 -4.0718  0.186
H -2.8350 -1.5667 -3.1138  0.474
H -1.2349 -0.8573 -2.8551  -0.010
H -4.3690 1.1622 -3.3866  0.244
H -4.8081 1.3190 -1.6775  0.371
H -4.9216 -0.2459 -2.4711  0.446

Atoms 1-2, force components in eV/Å:
0.25 1.67 0.01
0.00 0.00 0.01

Properties
orbital gap = 5.7 eV
total charge = -2
energy above the lowest of the compared OMol25 structures with the same formula, charge and spin = 185.6 kJ/mol

=====

3.
A molecular structure, C27H41IrN5Sb2 in a non-equilibrium geometry, computed with ωB97M-V/def2-TZVPD.

Each line ends with the Löwdin spin population.
Positions of all 76 atoms, in Å:
Ir 0.3018 0.8214 -0.5542  1.544
N -1.9089 1.2906 -0.9633  0.049
C -2.2762 1.1677 -2.3983  0.004
C -1.6561 -0.0932 -2.9846  0.006
C -2.2354 -1.3963 -2.4148  0.004
C -1.1916 -2.5077 -2.3426  0.009
N -0.3661 -2.3659 -1.1376  0.165
H -2.4858 0.6363 -0.4324  0.009
H -2.1649 2.2266 -0.6510  0.004
H -1.8823 2.0393 -2.9252  0.000
H -3.3636 1.1555 -2.5105  0.000
H -0.5769 -0.0250 -2.7934  0.003
H -1.7843 -0.0806 -4.0664  0.000
H -3.0649 -1.7232 -3.0408  0.000
H -2.6298 -1.2663 -1.4023  0.003
H -0.5793 -2.5025 -3.2509  0.006
H -1.6858 -3.4771 -2.2802  0.002
H 0.0096 -1.4054 -1.0884  0.033
H 0.4302 -2.9929 -1.2120  0.002
C -0.7448 5.8391 1.1589  0.003
C -0.3271 6.0704 -0.1474  0.001
C 0.1910 5.0457 -0.9118  0.004
C 0.3060 3.7624 -0.3542  0.015
C -0.1300 3.5298 0.9611  0.018
C -0.6468 4.5637 1.7084  0.001
N 0.9066 2.7205 -1.0083  0.112
N 1.4854 2.8570 -2.1383  0.031
C 2.1153 1.7856 -2.6414  0.011
C 2.9912 1.8882 -3.7345  0.008
C 3.6093 0.7493 -4.1987  0.010
C 3.3824 -0.4689 -3.5550  0.007
C 2.4967 -0.5080 -2.5016  0.021
N 1.8378 0.5682 -2.0693  0.057
H -1.1347 6.6504 1.7526  0.000
H -0.4020 7.0605 -0.5641  0.000
H 0.5153 5.2000 -1.9277  0.000
H -0.0156 2.5282 1.3854  0.012
H -0.9503 4.4034 2.7313  0.000
H 3.1656 2.8545 -4.1814  0.000
H 4.2595 0.7849 -5.0576  0.000
H 3.8750 -1.3719 -3.8734  0.000
H 2.2938 -1.4432 -1.9953  0.002
C 0.6568 -4.0053 1.5637  0.026
Sb -1.3242 -3.1782 1.3008  0.355
C -2.2073 -4.9289 0.3851  0.055
C -1.8690 -3.8081 3.5157  0.237
C -3.2474 -3.5297 3.7609  0.121
C -4.2116 -4.5149 3.4703  0.040
C -5.5573 -4.2717 3.6203  0.087
C -5.9946 -2.9883 3.9718  0.105
C -5.0745 -1.9988 4.2547  0.024
C -3.6988 -2.2539 4.2430  0.135
C -2.7951 -1.2817 4.8264  0.126
Sb -1.7174 0.1363 3.4117  0.344
C -3.3819 1.4742 3.0013  0.043
C -0.8474 1.3280 4.9984  0.056
H 0.5967 -5.0771 1.4134  0.004
H 0.9999 -3.7994 2.5696  0.000
H 1.3595 -3.5831 0.8591  0.002
H -2.0185 -5.7708 1.0444  0.008
H -1.7514 -5.1156 -0.5802  0.001
H -3.2740 -4.7968 0.2628  0.000
H -1.1393 -3.2456 4.0811  0.011
H -1.6237 -4.8611 3.4476  0.018
H -3.8754 -5.4905 3.1486  0.000
H -6.2769 -5.0573 3.4428  0.003
H -7.0519 -2.7828 4.0438  0.004
H -5.4208 -1.0191 4.5512  -0.001
H -1.9673 -1.7212 5.3733  0.007
H -3.3180 -0.5523 5.4392  0.015
H -3.8140 1.7771 3.9490  0.008
H -4.1340 0.9662 2.4100  0.000
H -3.0431 2.3591 2.4715  0.000
H -1.6398 1.6228 5.6809  0.009
H -0.3771 2.2155 4.5893  0.001
H -0.1011 0.7497 5.5325  0.000

Atoms 1-2, force components in eV/Å:
-0.36 -0.04 -0.53
0.47 -0.40 0.52

Properties
orbital gap (alpha / beta) = 6.1 / 4.1 eV
total charge = +3
⟨S²⟩ = 6.041
energy above the lowest of the compared OMol25 structures with the same formula, charge and spin = 287.2 kJ/mol
spin multiplicity = 5